The following is a DFT calculation (ωB97M-V/def2-TZVPD) of C6H10O as an isolated structure at a distorted geometry.

Summary:
Kohn-Sham gap: 10.308 eV
Total energy: -309.78746 a.u.
Energy above the lowest of the compared OMol25 structures with the same formula, charge and spin: 1.494 eV
LUMO: 1.04 eV
M: 98.14 g/mol
Spin multiplicity: 1
Maximum force: 2.3 eV/Å

Last column: Löwdin charge in e.
Geometry (Å):
C  -2.066  0.158  -0.160  -0.010
C  -0.586  0.137  0.007  -0.351
C  0.358  1.083  -0.688  -0.053
C  1.147  -0.234  -0.905  -0.374
C  1.515  -0.619  0.544  -0.124
C  0.141  -0.395  1.224  -0.111
O  -0.004  -0.990  -1.167  -0.086
H  -2.580  -0.453  0.587  0.085
H  -2.125  -0.323  -1.135  0.091
H  -2.531  1.147  -0.233  0.090
H  0.904  1.819  -0.093  0.118
H  -0.118  1.535  -1.565  0.124
H  1.975  -0.245  -1.619  0.142
H  2.291  0.050  0.919  0.107
H  1.842  -1.657  0.637  0.112
H  -0.369  -1.300  1.563  0.116
H  0.205  0.288  2.085  0.124